Entry 1:
16
Properties=species:S:1:pos:R:3:forces:R:3:lowdin_charge:R:1 method="wB97M-V/def2-TZVPD" de_lowest_ev=4.6161 gap_ha=0.3597
C 1.091276 0.280326 0.381877 -0.5 -1.2 -2.0 -0.18
C 0.139296 0.495070 -0.853196 -1.0 1.2 -1.3 -0.22
C 0.044759 -0.975045 0.274808 1.5 -1.1 0.9 -0.22
C -1.202652 -0.280350 0.731045 -2.1 0.0 0.1 -0.20
C -1.225524 0.852756 -0.251859 -1.0 0.4 2.1 -0.19
H 2.824615 -0.712908 0.413433 0.5 0.0 0.1 0.07
H 2.491736 -0.085899 -1.009500 0.2 -0.2 -0.9 0.05
H 1.123946 0.943921 1.257420 -1.0 -0.3 -0.3 0.14
H 0.396298 1.103638 -1.678929 0.7 0.5 -1.1 0.13
H 0.356544 -1.973208 0.537936 -0.2 -0.3 0.8 0.14
H -1.587790 -0.227972 1.748097 0.5 0.0 -0.2 0.15
H -3.135398 -0.290615 -0.016554 -0.8 1.4 0.2 0.09
H -1.555370 1.848318 0.024563 0.5 0.1 -0.1 0.14
N 2.502659 0.134811 -0.037445 -1.2 -0.5 0.8 0.04
N -2.209932 -0.186834 -0.358586 1.9 -2.0 -0.4 0.07
O -0.054458 -0.926012 -1.163109 1.9 2.0 1.2 -0.03



Entry 2:
7
Properties=species:S:1:pos:R:3:forces:R:3:lowdin_charge:R:1 method="wB97M-V/def2-TZVPD" de_lowest_ev=3.3706 gap_ha=0.3997
C 3.179320 -0.513878 -0.470260 0.8 1.1 0.9 0.00
N -0.215295 -0.314577 0.225538 0.2 0.3 -1.3 -0.05
O 3.766436 0.231363 0.155821 -0.8 -1.0 -0.9 0.02
O 0.194689 1.036216 -0.094940 0.7 0.4 -2.5 -0.21
H 0.578564 -0.915040 0.521705 -0.3 1.2 -0.2 0.05
H -0.778010 -0.064968 0.999423 -0.6 -0.6 1.1 0.05
H 0.085643 1.224504 -1.112039 0.1 -1.2 2.9 0.13



Entry 3:
89
Properties=species:S:1:pos:R:3:forces:R:3:lowdin_charge:R:1 method="wB97M-V/def2-TZVPD" charge=+2 de_lowest_ev=0.2668 gap_ha=0.2464
Ti 0.028563 0.742995 0.665462 0.1 0.3 -0.2 1.00
Cl -1.046303 7.845545 -0.378840 0.0 0.0 0.0 0.74
C -0.966167 6.127326 -0.370241 0.0 0.0 0.0 -0.65
C -1.012918 5.426738 -1.577816 0.0 0.0 0.0 -0.05
C -0.949354 4.047276 -1.598681 0.0 0.0 0.0 0.01
C -0.817779 3.348808 -0.404364 -0.1 -0.1 -0.1 -0.27
O -0.766275 2.003746 -0.388730 0.1 0.0 0.2 -0.26
C -0.793150 4.041028 0.812273 0.0 0.0 0.1 -0.12
C -0.797447 3.340819 2.063372 0.0 -0.1 -0.1 0.01
N -0.634458 2.067185 2.211863 0.0 0.0 0.1 0.04
C -0.709884 1.482774 3.513022 0.0 0.1 -0.1 -0.17
C -0.814212 2.150716 4.703535 0.0 0.0 0.0 0.03
C -0.890125 1.439789 5.919146 0.0 0.0 0.0 -0.03
C -0.842541 0.075900 5.936481 0.0 0.0 0.0 0.01
C -0.707731 -0.639273 4.724472 0.0 0.0 0.1 -0.13
C -0.596371 -2.045324 4.668977 0.0 0.0 0.0 0.05
C -0.416407 -2.660578 3.462117 0.0 0.0 0.0 0.01
C -0.372626 -1.872045 2.306044 0.0 0.0 0.0 -0.12
N -0.512023 -0.559361 2.311139 -0.1 -0.1 0.2 -0.03
C -0.655556 0.074055 3.515166 0.0 0.0 -0.1 -0.15
C -0.876051 5.442013 0.818184 0.0 0.0 0.0 -0.03
H -1.108664 5.979015 -2.503102 0.0 0.0 0.0 0.12
H -1.001573 3.505184 -2.530621 0.0 0.0 0.0 0.10
H -0.984834 3.956592 2.938211 0.0 0.0 0.0 0.14
H -0.831848 3.230180 4.751439 0.0 0.0 0.0 0.12
H -0.985209 1.994629 6.842162 0.0 0.0 0.0 0.12
H -0.899451 -0.471682 6.868226 0.0 0.0 0.0 0.13
H -0.639681 -2.619545 5.586179 0.0 0.0 0.0 0.14
H -0.303082 -3.731805 3.379625 0.0 0.0 0.0 0.13
H -0.197978 -2.336773 1.344852 0.0 0.0 0.0 0.05
H -0.870065 5.980323 1.757451 0.0 0.0 0.0 0.13
O 2.625369 0.593604 4.075837 0.0 0.0 0.0 0.06
C 3.842823 0.456587 3.473564 0.0 0.0 0.0 -0.24
C 4.992128 0.339209 4.249629 0.0 0.0 0.0 -0.01
C 6.228298 0.179552 3.656405 0.0 0.0 0.0 -0.05
C 6.342597 0.132294 2.270458 0.0 0.0 0.0 -0.06
C 5.209442 0.253001 1.498752 0.0 0.0 0.0 -0.01
C 3.943027 0.421060 2.076635 0.0 0.0 0.0 -0.07
C 2.789314 0.544715 1.181068 0.0 0.0 0.1 -0.35
O 1.588591 0.813196 1.683538 0.1 0.1 -0.1 -0.14
N 2.902924 0.405500 -0.093822 0.0 0.0 0.0 0.03
N 1.665822 0.623840 -0.708912 0.0 -0.1 0.1 -0.17
C 1.816961 0.717791 -2.007209 0.1 0.0 0.0 -0.87
S 3.381485 0.507434 -2.713802 0.0 0.0 0.0 1.04
C 2.791270 0.555018 -4.429096 0.0 0.0 0.0 -0.48
C 1.592122 1.473450 -4.495037 0.0 0.0 0.0 -0.45
S 0.516237 1.058911 -3.091321 -0.1 0.1 0.0 0.99
H 2.766902 0.619891 5.029399 0.0 0.0 0.0 0.12
H 4.907241 0.372171 5.330302 0.0 0.0 0.0 0.12
H 7.109050 0.090506 4.278351 0.0 0.0 0.0 0.12
H 7.309410 0.007359 1.804227 0.0 0.0 0.0 0.11
H 5.278922 0.225586 0.420291 0.0 0.0 0.0 0.11
H 2.538815 -0.457688 -4.741224 0.0 0.0 0.0 0.08
H 3.608821 0.924611 -5.046509 0.0 0.0 0.0 0.09
H 1.009042 1.326833 -5.403012 0.0 0.0 0.0 0.10
H 1.877848 2.521054 -4.411816 0.0 0.0 0.0 0.09
C 0.249441 -5.390411 -1.688153 0.0 0.0 0.0 -0.17
Si 0.283630 -3.534230 -1.560659 0.1 0.0 0.0 0.43
C 1.657056 -2.984842 -0.408516 0.0 0.0 0.0 -0.16
C 0.520527 -2.759494 -3.242947 0.0 0.0 0.0 -0.17
C -1.421477 -3.051076 -0.863435 0.0 0.1 0.0 -0.53
Te -1.982037 -1.015992 -0.517856 0.1 0.0 0.1 1.41
C -2.457145 -0.454408 -2.506510 0.0 0.0 0.0 -0.57
Si -4.271827 -0.810515 -2.980154 0.0 0.0 0.0 0.40
C -5.340437 0.251748 -1.880592 0.0 0.0 0.0 -0.18
C -4.425743 -0.337352 -4.775200 0.0 0.0 0.0 -0.17
C -4.650212 -2.619902 -2.716421 0.0 0.0 0.0 -0.18
H 1.200319 -5.760428 -2.078956 0.0 0.0 0.0 0.05
H -0.538042 -5.730412 -2.364117 0.0 0.0 0.0 0.04
H 0.085405 -5.864833 -0.718530 0.0 0.0 0.0 0.04
H 2.620035 -3.173303 -0.891073 0.0 0.0 0.0 0.05
H 1.661683 -3.540495 0.532310 0.0 0.0 0.0 0.04
H 1.637419 -1.916685 -0.184983 0.0 0.1 0.0 -0.01
H 1.448474 -3.129982 -3.686320 0.0 0.0 0.0 0.05
H 0.584806 -1.671252 -3.191157 0.0 0.0 0.0 -0.02
H -0.292407 -3.022493 -3.924532 0.0 0.0 0.0 0.05
H -1.622582 -3.562148 0.080374 0.0 0.0 0.0 0.01
H -2.200282 -3.388584 -1.549004 0.0 0.0 -0.1 0.00
H -1.727504 -0.928058 -3.160873 0.0 0.0 0.0 -0.01
H -2.293611 0.625478 -2.536864 0.0 0.0 0.0 -0.01
H -5.105907 1.312925 -1.989340 0.0 0.0 0.0 0.04
H -5.231657 -0.016034 -0.827055 0.0 0.0 0.0 0.02
H -6.394287 0.122837 -2.137196 0.0 0.0 0.0 0.04
H -4.176925 0.713448 -4.937587 0.0 0.0 0.0 0.04
H -5.449809 -0.488837 -5.123940 0.0 0.0 0.0 0.04
H -3.771306 -0.943076 -5.405892 0.0 0.0 0.0 0.04
H -4.587520 -2.905241 -1.663554 0.0 0.0 0.0 0.03
H -3.996688 -3.275813 -3.296849 0.0 0.0 0.0 0.04
H -5.674609 -2.822252 -3.038129 0.0 0.0 0.0 0.05



Entry 4:
78
Properties=species:S:1:pos:R:3:forces:R:3:lowdin_charge:R:1 method="wB97M-V/def2-TZVPD" charge=-2 de_lowest_ev=0.2943 gap_ha=0.1694
Sn 0.609659 -0.190953 -0.481431 -0.3 -0.1 -0.3 1.04
S 0.304483 -0.141012 -3.743804 0.0 0.0 0.2 0.42
C 0.818758 1.482213 -4.056244 0.0 0.1 0.0 -0.75
C 1.735446 1.737443 -5.096373 0.1 0.0 -0.1 -0.15
C 2.211400 3.000635 -5.380015 0.0 0.0 0.0 -0.12
C 1.780696 4.101315 -4.645906 0.0 0.1 0.1 -0.13
C 0.868289 3.894119 -3.624535 0.0 0.0 0.0 -0.14
C 0.393244 2.618862 -3.323587 0.0 -0.1 0.0 -0.54
S -0.613445 2.491011 -1.872290 0.0 0.0 0.1 0.92
C -2.192483 1.837007 -2.506132 -0.1 -0.1 0.0 -0.40
C -3.027557 1.367562 -1.347244 0.1 -0.1 0.1 -0.34
C -3.999580 2.190723 -0.777200 0.1 0.0 0.0 -0.04
C -4.720861 1.726622 0.306035 0.0 0.0 0.0 -0.08
C -4.459908 0.454529 0.792799 0.0 0.0 0.0 -0.04
C -3.479427 -0.305956 0.167868 0.1 0.1 -0.1 -0.35
C -3.171884 -1.702717 0.633203 -0.1 0.0 0.0 -0.39
S -1.498756 -1.986667 1.289231 0.0 0.0 0.0 0.90
C -1.545663 -1.284236 2.918105 0.1 0.1 0.0 -0.50
C -2.527118 -1.697861 3.812658 0.0 0.0 0.0 -0.10
C -2.549803 -1.229452 5.113307 -0.1 0.0 0.1 -0.09
C -1.576967 -0.341007 5.540106 0.0 0.0 0.0 -0.09
C -0.589984 0.072649 4.661879 0.0 0.0 0.0 -0.10
C -0.551174 -0.388073 3.348609 -0.2 -0.2 -0.2 -0.52
S 0.834427 0.126548 2.360817 0.1 0.0 0.1 0.91
N -2.781384 0.143929 -0.877250 -0.1 0.0 0.0 0.16
H 2.088023 0.885275 -5.664517 0.0 0.0 0.0 0.08
H 2.937656 3.127009 -6.176465 0.0 0.0 0.0 0.09
H 2.160156 5.094983 -4.852275 0.0 0.0 0.0 0.08
H 0.519594 4.724632 -3.021527 0.0 0.0 0.0 0.09
H -1.958862 0.994988 -3.160910 0.0 0.0 0.0 0.02
H -2.712207 2.625022 -3.053710 0.0 0.0 0.0 0.08
H -4.155581 3.185163 -1.175380 0.0 0.0 0.0 0.11
H -5.469450 2.352558 0.776976 0.0 0.0 0.0 0.10
H -4.990554 0.057176 1.648826 0.0 0.0 0.0 0.11
H -3.198944 -2.360283 -0.238010 0.0 0.0 0.0 0.08
H -3.928477 -2.055239 1.335584 0.0 0.0 0.0 0.07
H -3.254422 -2.434689 3.492335 0.0 0.0 0.0 0.10
H -3.300672 -1.593488 5.803469 0.0 0.0 0.0 0.10
H -1.570988 0.013619 6.563264 0.0 0.0 0.0 0.10
H 0.181495 0.759915 4.983721 0.0 0.0 0.0 0.10
C 5.514297 0.869239 -3.066891 0.0 0.0 0.0 -0.14
C 4.675794 -0.212422 -2.822804 0.0 0.0 0.0 -0.11
C 3.642550 -0.121491 -1.909119 0.0 -0.1 0.0 -0.08
C 3.390481 1.072238 -1.216686 0.0 0.1 0.1 -0.30
C 4.245514 2.159016 -1.463408 0.0 0.0 0.0 -0.05
C 5.284629 2.049640 -2.372525 0.0 0.0 0.0 -0.13
N 2.316382 1.140384 -0.334282 0.1 0.0 -0.1 -0.20
N 2.151173 2.355274 0.258348 0.0 0.0 0.0 0.04
C 1.067648 2.491140 0.954352 0.1 -0.1 -0.1 -0.43
C 0.751460 3.817760 1.435472 -0.1 0.1 0.1 -0.06
C -0.503465 4.128542 1.813490 0.2 0.1 0.0 -0.12
C -1.532469 3.120314 1.812718 -0.1 -0.2 0.0 -0.11
C -1.229936 1.829014 1.566078 -0.2 0.0 0.1 -0.17
C 0.095145 1.381480 1.178799 0.2 0.2 -0.1 -0.67
H 6.322075 0.794958 -3.785419 0.0 0.0 0.0 0.08
H 4.821462 -1.147884 -3.350662 0.0 0.0 0.0 0.09
H 3.021628 -0.993622 -1.739682 0.0 0.0 0.1 0.06
H 4.063614 3.088477 -0.946056 0.0 0.0 0.0 0.09
H 5.919198 2.912755 -2.547045 0.0 0.0 0.0 0.09
H 1.548841 4.551750 1.418199 0.0 0.0 0.0 0.10
H -0.748850 5.138265 2.123841 0.0 0.0 0.0 0.08
H -2.551859 3.400067 2.055057 0.0 0.0 0.0 0.09
H -2.004509 1.082561 1.676738 0.0 0.0 0.0 0.08
C 2.457064 -2.959148 0.903004 0.1 -0.1 0.2 -0.08
C 1.891292 -3.229743 2.116715 0.0 0.0 -0.1 -0.39
C 0.825513 -4.195960 2.297997 -0.1 0.0 0.0 -0.12
C 0.195441 -4.383677 3.489826 0.0 0.0 0.0 -0.10
C 0.557191 -3.658700 4.655762 0.1 0.0 -0.2 -0.30
C 1.632084 -2.740726 4.525213 0.0 0.0 0.0 -0.10
C 2.270613 -2.541872 3.338544 0.0 0.0 0.0 -0.13
C -0.122548 -3.837104 5.870843 -0.1 0.0 0.3 -0.29
N -0.685026 -3.986115 6.877353 0.0 0.0 -0.1 0.06
H 2.156349 -3.496104 0.011361 0.0 0.0 0.0 0.03
H 3.265092 -2.242829 0.809061 0.0 0.0 0.0 0.03
H 0.494225 -4.753098 1.427664 0.0 0.0 0.0 0.09
H -0.620234 -5.097693 3.552193 0.0 0.0 0.0 0.10
H 1.942188 -2.171438 5.396175 0.0 0.0 0.0 0.10
H 3.076472 -1.817896 3.282232 0.0 0.0 0.0 0.09



Entry 5:
16
Properties=species:S:1:pos:R:3:forces:R:3:lowdin_charge:R:1 method="wB97M-V/def2-TZVPD" charge=-1 de_lowest_ev=2.1382 gap_ha=0.2843
N 1.023624 1.921345 1.614491 -0.2 -0.2 -0.1 0.07
C 1.614167 0.831513 0.873413 0.3 0.1 0.1 -0.87
O 1.997170 -0.140800 1.560975 -0.1 0.0 0.0 -0.10
O 1.652773 1.004629 -0.366777 0.0 0.0 0.1 -0.10
H 1.190442 1.865286 2.606789 0.2 0.1 -0.1 0.05
H 1.230932 2.809540 1.189642 -0.1 0.1 0.1 0.05
C -1.074021 -0.439780 -1.455117 -0.7 -0.3 0.5 -0.26
O -2.288955 0.336856 -1.432530 0.0 0.0 0.0 -0.10
C -0.738028 -0.844679 -0.055567 -0.1 0.2 -0.3 -0.19
C -0.147020 -1.986331 0.264338 -0.1 0.3 0.0 0.00
H -0.217440 0.160728 -1.770231 -0.1 0.0 -0.3 0.11
H -1.245527 -1.323080 -2.080706 0.3 0.0 -0.1 0.11
H -2.458579 0.665041 -2.318179 0.1 0.0 0.0 0.06
H -0.867826 -0.028650 0.648001 0.4 0.0 0.1 0.10
H 0.438262 -2.030714 1.174038 -0.3 -0.3 0.2 0.04
H -0.109973 -2.800902 -0.452580 0.3 0.0 -0.1 0.05



Entry 6:
18
Properties=species:S:1:pos:R:3:forces:R:3:lowdin_charge:R:1 method="wB97M-V/def2-TZVPD" charge=+1 de_lowest_ev=2.3109 gap_ha=0.4072 smiles="CC[C@H]([NH3+])C(N)=O"
C 1.572731 2.235337 0.377888 0.1 1.3 -1.4 -0.10
C 0.887256 1.207108 -0.487628 -1.1 -1.9 -0.2 -0.17
C -0.020466 0.184088 0.368789 1.3 1.1 2.8 -0.17
N 0.983059 -0.871102 0.964994 1.0 2.3 1.4 0.15
C -1.065223 -0.714891 -0.173894 0.5 -3.6 -3.3 -0.51
N -1.997862 -0.397920 -1.063019 -3.5 0.5 -1.6 0.17
O -0.789130 -1.925762 -0.154513 0.0 0.3 1.2 0.03
H 0.935079 3.096045 0.505931 -0.6 0.1 0.4 0.08
H 2.440688 2.742894 -0.120819 -0.3 -1.2 0.6 0.12
H 1.757482 1.818212 1.330598 0.9 0.0 1.2 0.05
H 0.148744 1.717410 -1.131075 0.8 -0.6 -0.4 0.13
H 1.667427 0.549983 -0.988825 -1.2 0.9 -0.2 0.14
H -0.377962 0.734459 1.285438 0.1 -0.4 -0.9 0.17
H 0.605329 -1.613268 1.693243 0.9 2.2 -1.8 0.23
H 1.737493 -0.134079 1.312807 -1.4 -2.7 -0.2 0.19
H 1.342286 -1.367846 0.144825 0.0 -0.3 0.4 0.15
H -2.530721 0.475206 -1.015972 0.5 -0.3 -0.1 0.12
H -2.554987 -1.199611 -1.604807 2.0 2.2 2.1 0.21



Lowest unoccupied orbital energy values, unit eV, following the record order: 1.051, 1.070, -6.246, 4.095, 3.649, -3.340.
HOMO energy values, unit eV, following the record order: -8.737, -9.807, -12.951, -0.515, -4.089, -14.420.